a:
A 6-piece molecular cluster, C6H24N12O6 overall, computed with wB97M-V/def2-TZVPD.

```
48
Properties=species:S:1:pos:R:3
C 5.79212 12.04770 10.55084
O 4.68608 12.47822 10.81682
N 6.75872 12.78923 9.89744
N 6.17222 10.81339 11.01506
H 7.55519 12.29013 9.50754
H 6.46287 13.40405 9.13369
H 6.99200 10.25013 10.74746
H 5.55638 10.29609 11.62595
C 9.26639 9.11552 6.97901
O 10.30229 8.66398 7.39199
N 8.72100 8.68354 5.79696
N 8.44582 9.98915 7.71200
H 8.04683 9.26475 5.32269
H 9.32074 8.12388 5.19392
H 8.77455 10.21093 8.65342
H 7.48027 10.25875 7.65044
C 11.13371 8.34487 15.77038
O 9.96839 8.10936 15.61376
N 11.51861 9.64597 15.59680
N 12.07252 7.33972 15.93191
H 10.71214 10.16067 15.24440
H 12.45909 9.93144 15.72121
H 12.97413 7.34998 16.41093
H 11.52999 6.51680 16.25375
C 8.97940 13.25350 13.62491
O 9.84379 12.53071 14.12667
N 8.65430 14.38318 14.25688
N 8.33352 12.86667 12.47608
H 9.06602 14.53769 15.15403
H 7.89922 15.01319 14.09208
H 7.41574 13.29130 12.36901
H 8.69236 12.10750 11.89580
C 13.07085 6.68688 12.02470
O 13.11396 7.81429 12.39362
N 13.51943 6.29759 10.75208
N 12.54287 5.70589 12.86457
H 13.93230 6.96284 10.12112
H 13.59053 5.33647 10.47024
H 12.23101 6.11848 13.75312
H 12.86215 4.76179 12.67649
C 10.12270 9.64575 11.36536
O 8.97212 10.10049 11.26907
N 10.57072 8.48823 10.69178
N 11.00653 10.21367 12.29158
H 11.57088 8.45042 10.73252
H 10.06222 8.18651 9.87481
H 10.66036 10.85549 13.02577
H 11.97221 9.94536 12.27558
```

Summary:
Kohn-Sham gap, hartree: 0.3612
LUMO energy, eV: 0.5476
Total charge: 0
2S+1: 1
Highest occupied orbital energy, eV: -9.280

These are the Mulliken partial charges, in e, on atoms 1 to 6: atom 1 (C): 0.431, atom 2 (O): -0.656, atom 3 (N): -0.352, atom 4 (N): -0.181, atom 5 (H): 0.159, atom 6 (H): 0.280

b:
A 6-piece molecular cluster, C6H24N12O6 overall, computed with wB97M-V/def2-TZVPD.

```
48
Properties=species:S:1:pos:R:3
C 20.61870 -1.95960 21.80373
O 19.62837 -1.39332 21.46159
N 21.17931 -1.69935 23.00320
N 21.21227 -2.92872 21.28039
H 21.86876 -2.38436 23.27799
H 20.91247 -0.89682 23.55532
H 20.72734 -3.13409 20.41856
H 22.18130 -3.16271 21.44267
C 23.46955 -2.25802 18.38499
O 22.19757 -2.37363 18.51369
N 24.26689 -3.27669 18.20897
N 24.08602 -1.07439 18.52846
H 25.26907 -3.30839 18.33033
H 23.75849 -4.11909 17.98097
H 23.43677 -0.30648 18.62279
H 25.07650 -1.00274 18.34433
C 15.75166 -7.18572 14.58121
O 15.93284 -8.17864 13.89359
N 14.70055 -6.46069 14.49665
N 16.59964 -6.59466 15.41274
H 14.05174 -6.72910 13.77063
H 14.85700 -5.53880 14.87841
H 16.48304 -5.64050 15.72275
H 17.53323 -6.95784 15.54158
C 16.91356 -8.89775 18.78463
O 16.55955 -9.95018 18.46334
N 17.80852 -8.22270 18.10544
N 16.78292 -8.50604 19.97908
H 18.12647 -7.36561 18.53486
H 18.02069 -8.66398 17.22207
H 16.23640 -9.14034 20.54395
H 17.27609 -7.70954 20.35655
C 15.63442 -2.53965 16.70042
O 15.23738 -3.44845 15.98534
N 16.34708 -1.49804 16.32148
N 15.35129 -2.32488 17.95183
H 16.78814 -1.36125 15.42323
H 16.36839 -0.73726 16.98546
H 15.04753 -3.15687 18.43723
H 15.63650 -1.47911 18.42451
C 18.97861 -4.10158 17.54998
O 18.01707 -4.68570 17.06719
N 19.13078 -2.84911 17.29160
N 19.90561 -4.57146 18.31130
H 18.33850 -2.53995 16.74680
H 19.77677 -2.25403 17.79028
H 20.54907 -3.89714 18.70033
H 20.06795 -5.56055 18.43554
```

Summary:
Kohn-Sham gap, hartree: 0.2985
LUMO energy, eV: -0.2134
Total charge: 0
2S+1: 1
Highest occupied orbital energy, eV: -8.335

These are the Mulliken partial charges, in e, on atoms 1 to 6: atom 1 (C): 0.476, atom 2 (O): -0.659, atom 3 (N): -0.430, atom 4 (N): -0.332, atom 5 (H): 0.152, atom 6 (H): 0.223

Which one is most stable, and which one is least stable? a is the most stable of them, while b is the least stable.

a:
A 2-piece molecular cluster, C2H10N4 overall, computed with wB97M-V/def2-TZVPD.

```
16
Properties=species:S:1:pos:R:3
N -0.64823 -0.84796 0.40650
C -2.03050 -0.48472 0.21932
N -2.28656 0.92483 -0.26339
H -0.48824 -1.89241 0.29443
H -0.03622 -0.17678 1.00904
H -2.51988 -1.16004 -0.39615
H -2.55589 -0.52193 1.16760
H -2.09142 1.62783 0.49918
H -1.81205 1.10241 -1.12917
N 1.47546 1.12948 -0.41968
C 2.33234 0.05139 -0.33549
N 2.12955 -1.20922 -0.55137
H 1.78569 2.09458 -0.11370
H 0.47304 0.83818 -0.17802
H 3.30338 0.21072 0.06603
H 2.96952 -1.68636 -0.27515
```

Summary:
Kohn-Sham gap (spin up / spin down), hartree: 0.1100 / 0.3307
LUMO energy (spin up / spin down), eV: 4.1531 / 4.0408
Total charge: -1
2S+1: 2
Highest occupied orbital energy (spin up / spin down), eV: 1.159 / -4.957

These are the Mulliken partial charges, in e, on atoms 1 to 6: atom 1 (N): -0.624, atom 2 (C): -0.916, atom 3 (N): -0.862, atom 4 (H): 0.203, atom 5 (H): 0.452, atom 6 (H): 0.379

b:
A 2-piece molecular cluster, C2H10N4 overall, computed with wB97M-V/def2-TZVPD.

```
16
Properties=species:S:1:pos:R:3
N -1.51780 -1.69683 0.39788
C -1.32267 -1.01047 1.68108
N -0.92786 0.35073 1.45646
H -0.63092 -1.55930 -0.09488
H -1.49247 -2.69361 0.62441
H -2.24747 -1.16409 2.26333
H -0.56188 -1.54680 2.25606
H -0.86398 0.85458 2.34956
H -1.60914 0.83763 0.87801
N 1.02285 0.37710 -2.21767
C 1.60780 1.36466 -1.49895
N 2.86332 1.47194 -1.35171
H 0.02415 0.28662 -2.21834
H 1.64975 -0.26741 -2.66550
H 0.93018 2.07351 -1.01673
H 3.07614 2.32174 -0.84303
```

Summary:
Kohn-Sham gap (spin up / spin down), hartree: 0.1026 / 0.3553
LUMO energy (spin up / spin down), eV: 4.1034 / 4.2566
Total charge: -1
2S+1: 2
Highest occupied orbital energy (spin up / spin down), eV: 1.312 / -5.412

These are the Mulliken partial charges, in e, on atoms 1 to 6: atom 1 (N): -0.432, atom 2 (C): -1.995, atom 3 (N): -0.414, atom 4 (H): 0.316, atom 5 (H): 0.475, atom 6 (H): 0.002

Which one is most stable, and which one is least stable? b is the most stable of them, while a is the least stable.

a:
One molecule with the formula C2H4N6, computed with wB97M-V/def2-TZVPD.

```
12
Properties=species:S:1:pos:R:3
C -1.81039 -0.60173 -0.39898
C 0.19557 -0.43493 0.43335
H 2.10426 0.28971 -0.23264
H 1.56776 1.71529 0.62635
H -2.78000 -1.20772 -0.63631
H 1.06777 -1.66529 1.59710
N 1.58352 1.26772 -0.40562
N 0.28980 0.74944 -0.30101
N -0.68795 1.18828 -1.19115
N -1.73947 0.54505 -1.12736
N -0.89256 -1.14942 0.37862
N 1.10170 -0.69639 1.25765
```

Summary:
Kohn-Sham gap, hartree: 0.3143
LUMO energy, eV: -1.0147
Total charge: 0
2S+1: 1
Highest occupied orbital energy, eV: -9.567

These are the Mulliken partial charges, in e, on atoms 1 to 6: atom 1 (C): 0.085, atom 2 (C): 0.630, atom 3 (H): 0.379, atom 4 (H): 0.333, atom 5 (H): 0.325, atom 6 (H): 0.257

b:
C2H4N6 as an isolated structure, computed with wB97M-V/def2-TZVPD.

```
12
Properties=species:S:1:pos:R:3
C 1.27173 0.25869 -1.37368
C -0.70307 -0.60429 0.39756
H 0.31613 -1.54377 -2.29762
H 2.22096 1.21078 -0.93974
H -0.85020 -0.26963 2.59977
H -0.80307 -2.36094 -0.38543
N 1.46605 -0.70764 -2.13346
N 0.09580 0.27086 -0.43641
N 0.27749 1.32120 0.34956
N -0.29747 1.36879 1.37969
N -1.02931 0.22475 1.36091
N -1.12624 -1.75836 0.46253
```

Summary:
Kohn-Sham gap, hartree: 0.3398
LUMO energy, eV: -0.1116
Total charge: 0
2S+1: 1
Highest occupied orbital energy, eV: -9.358

These are the Mulliken partial charges, in e, on atoms 1 to 6: atom 1 (C): 0.156, atom 2 (C): 0.265, atom 3 (H): 0.278, atom 4 (H): 0.319, atom 5 (H): 0.386, atom 6 (H): 0.202

c:
One molecule with the formula C2H4N6, computed with wB97M-V/def2-TZVPD.

```
12
Properties=species:S:1:pos:R:3
C 0.22687 -0.05215 0.80012
C 0.37938 -1.16265 -2.36185
H 0.54328 1.56099 2.48575
H -1.04326 2.06952 2.46741
H 0.97803 -0.64305 1.41055
H 0.80298 -1.66662 -3.21889
N -0.40303 1.22761 2.52736
N -0.65158 0.76197 1.23070
N -0.02873 -0.51021 -0.48519
N 0.89591 -1.20619 -1.15041
N -0.74387 -0.36631 -2.46344
N -0.95598 -0.01291 -1.24212
```

Summary:
Kohn-Sham gap, hartree: 0.3559
LUMO energy, eV: 0.2052
Total charge: 0
2S+1: 1
Highest occupied orbital energy, eV: -9.481

These are the Mulliken partial charges, in e, on atoms 1 to 6: atom 1 (C): 0.020, atom 2 (C): 0.003, atom 3 (H): 0.257, atom 4 (H): 0.318, atom 5 (H): 0.325, atom 6 (H): 0.426

Which one is most stable, and which one is least stable? c is the most stable of them, while b is the least stable.